{
  "formula": "C31H31BrN2O6PtS",
  "method": "ωB97M-V/def2-TZVPD",
  "largest_force_ev_per_a": 1.452,
  "relative_energy_kcal_mol": 6.19,
  "homo_lumo_gap_ev": 8.46,
  "spin_multiplicity": 1,
  "e_lumo_ev": 0.33,
  "energy_ev": -132040.976,
  "elements": ["Pt", "O", "C", "O", "C", "C", "C", "C", "C", "N", "H", "H", "H", "H", "O", "S", "C", "C", "C", "C", "C", "C", "C", "C", "C", "C", "C", "C", "C", "C", "H", "H", "H", "H", "H", "H", "H", "H", "H", "H", "H", "H", "H", "H", "Br", "C", "C", "C", "C", "C", "C", "C", "O", "O", "H", "H", "H", "H", "C", "N", "C", "C", "C", "O", "H", "H", "H", "H", "H", "H", "H", "H", "H"],
  "positions_angstrom": [[-0.4781, 0.0803, -0.1342], [3.6632, -0.4196, 1.4448], [2.4378, -0.4499, 1.3020], [1.5729, 0.3602, 1.7180], [1.8831, -1.6667, 0.5351], [2.5961, -2.8555, 0.5583], [2.0642, -3.9861, -0.0297], [0.8340, -3.8976, -0.6587], [0.1890, -2.6806, -0.6908], [0.7017, -1.5829, -0.1131], [3.5529, -2.8532, 1.0597], [2.5980, -4.9272, 0.0026], [0.3704, -4.7556, -1.1237], [-0.7641, -2.5513, -1.1806], [0.8484, 1.5872, -0.9505], [1.1417, 2.6314, 0.1449], [2.9461, 2.7286, 0.3386], [3.7044, 2.7099, -0.9522], [4.2386, 3.8788, -1.4872], [4.9019, 3.8624, -2.7061], [5.0327, 2.6707, -3.4034], [4.5143, 1.4979, -2.8699], [3.8551, 1.5144, -1.6510], [0.9204, 4.1991, -0.7184], [-0.4748, 4.3858, -1.2381], [-0.8066, 3.9155, -2.5047], [-2.0731, 4.1374, -3.0251], [-3.0135, 4.8464, -2.2886], [-2.6893, 5.3114, -1.0221], [-1.4286, 5.0710, -0.4950], [3.1885, 1.8768, 0.9737], [3.1045, 3.6551, 0.8954], [4.1509, 4.8085, -0.9353], [5.3106, 4.7790, -3.1114], [5.5517, 2.6523, -4.3531], [4.6255, 0.5640, -3.4054], [3.4705, 0.5988, -1.2230], [1.6412, 4.2190, -1.5376], [1.1844, 4.9641, 0.0142], [-0.0632, 3.3799, -3.0827], [-2.3180, 3.7785, -4.0170], [-3.9925, 5.0459, -2.7061], [-3.4149, 5.8711, -0.4454], [-1.1775, 5.4380, 0.4936], [-3.2193, 1.9223, 6.3343], [-3.1606, 1.0231, 4.6691], [-4.3437, 0.5853, 4.0921], [-4.2951, -0.0269, 2.8520], [-3.0831, -0.2129, 2.1905], [-1.9048, 0.1784, 2.8179], [-1.9396, 0.8119, 4.0524], [-3.1260, -0.7994, 0.8042], [-4.1965, -0.9996, 0.2534], [-1.9908, -1.1331, 0.2434], [-5.2848, 0.7238, 4.6062], [-5.2027, -0.3654, 2.3700], [-0.9401, -0.0162, 2.3634], [-1.0225, 1.1312, 4.5273], [-5.1755, 1.8797, -1.5207], [-3.9756, 2.0777, -0.7170], [-4.1712, 2.6819, 0.5945], [-2.8234, 1.5158, -1.0562], [-2.7479, 0.7916, -2.3632], [-1.8340, 1.6238, -0.2830], [-5.9848, 2.4369, -1.0567], [-5.4480, 0.8236, -1.5449], [-5.0425, 2.2533, -2.5351], [-4.4409, 3.7323, 0.4780], [-3.2579, 2.6065, 1.1752], [-4.9722, 2.1522, 1.1097], [-3.0272, 1.4613, -3.1777], [-3.4312, -0.0588, -2.3492], [-1.7339, 0.4343, -2.5156]],
  "lowdin_charge": [1.169, 0.008, -0.673, -0.115, -0.137, 0.007, -0.044, -0.047, -0.109, -0.050, 0.122, 0.112, 0.109, 0.108, -0.600, 1.021, -0.252, -0.269, -0.061, -0.084, -0.089, -0.066, -0.023, -0.275, -0.275, -0.036, -0.087, -0.092, -0.092, -0.034, 0.072, 0.106, 0.114, 0.102, 0.101, 0.105, 0.111, 0.096, 0.107, 0.125, 0.107, 0.105, 0.105, 0.120, 0.731, -0.691, -0.122, -0.033, -0.143, -0.013, -0.104, -0.572, 0.064, -0.215, 0.100, 0.120, 0.085, 0.107, -0.021, -0.104, -0.005, -0.475, 0.018, -0.158, 0.095, 0.098, 0.088, 0.085, 0.095, 0.095, 0.080, 0.099, 0.077]
}